Record 1
Molecular formula: H2
Method: DFT, the ωB97M-V functional and the def2-TZVPD basis

Relative energy (zero: lowest compared OMol25 entry of this formula, charge and spin) ... 6.3149 eV
Net charge ... 0
Molecular weight ... 2.0 g/mol
HOMO ... -9.70 eV
DFT total energy ... -0.92881 a.u.

Each line ends with the Löwdin charge.
Atoms and positions in Å:
H1 0.450 -0.712 0.936  0.00
H2 -0.450 0.712 -0.936  0.00

---

Record 2
Molecular formula: H2
Method: DFT, the ωB97M-V functional and the def2-TZVPD basis

Relative energy (zero: lowest compared OMol25 entry of this formula, charge and spin) ... 4.1277 eV
Net charge ... 0
Molecular weight ... 2.0 g/mol
HOMO ... -10.91 eV
DFT total energy ... -1.00919 a.u.

Each line ends with the Löwdin charge.
Atoms and positions in Å:
H1 -0.550 -0.369 0.563  0.00
H2 0.550 0.369 -0.563  0.00

---

Record 3
Molecular formula: H2
Method: DFT, the ωB97M-V functional and the def2-TZVPD basis

Relative energy (zero: lowest compared OMol25 entry of this formula, charge and spin) ... 2.5849 eV
Net charge ... 0
Molecular weight ... 2.0 g/mol
HOMO ... -11.79 eV
DFT total energy ... -1.06588 a.u.

Each line ends with the Löwdin charge.
Atoms and positions in Å:
H1 0.410 0.546 0.080  0.00
H2 -0.410 -0.546 -0.080  0.00

---

Record 4
Molecular formula: H2
Method: DFT, the ωB97M-V functional and the def2-TZVPD basis

Relative energy (zero: lowest compared OMol25 entry of this formula, charge and spin) ... 3.9785 eV
Net charge ... 0
Molecular weight ... 2.0 g/mol
HOMO ... -10.99 eV
DFT total energy ... -1.01467 a.u.

Each line ends with the Löwdin charge.
Atoms and positions in Å:
H1 -0.276 0.569 0.566  0.00
H2 0.276 -0.569 -0.566  0.00

---

Record 5
Molecular formula: H20NO13
Method: DFT, the ωB97M-V functional and the def2-TZVPD basis

Relative energy (zero: lowest compared OMol25 entry of this formula, charge and spin) ... 2.5148 eV
Net charge ... -1
Molecular weight ... 242.2 g/mol
HOMO ... -7.03 eV
DFT total energy ... -1044.81665 a.u.

Each line ends with the Löwdin charge.
Atoms and positions in Å:
N1 -31.886 -6.205 9.716  -0.47
O1 -31.831 -5.536 8.693  -0.02
O2 -30.871 -6.940 9.907  -0.10
O3 -32.371 -5.751 10.727  0.02
O4 -29.758 -6.889 7.469  -0.05
H1 -30.469 -6.660 8.056  -0.04
H2 -29.620 -7.827 7.545  0.04
O5 -32.986 -4.558 6.228  -0.07
H3 -33.211 -4.743 7.126  0.00
H4 -32.038 -4.332 6.156  -0.01
O6 -31.239 -6.767 13.192  -0.05
H5 -30.944 -5.929 13.546  0.03
H6 -31.931 -6.455 12.609  0.00
O7 -30.418 -3.908 6.746  -0.03
H7 -30.039 -4.040 5.869  0.07
H8 -30.437 -4.749 7.174  -0.01
O8 -32.552 -2.984 11.439  -0.05
H9 -31.623 -2.695 11.579  0.08
H10 -32.560 -3.927 11.401  -0.01
O9 -30.594 -9.459 11.351  -0.06
H11 -30.698 -8.579 10.933  0.00
H12 -30.522 -9.266 12.247  -0.02
O10 -31.968 -2.570 8.795  -0.09
H13 -32.163 -2.617 9.772  -0.01
H14 -31.439 -3.364 8.705  -0.04
O11 -32.743 -7.565 6.145  -0.07
H15 -32.225 -6.901 6.605  -0.02
H16 -32.602 -8.427 6.552  0.03
O12 -28.371 -7.348 10.644  -0.07
H17 -28.141 -8.249 10.408  0.03
H18 -29.231 -7.109 10.283  -0.04
O13 -29.260 -3.875 9.701  -0.02
H19 -29.512 -4.771 9.645  -0.02
H20 -28.500 -3.900 9.090  0.07

---

Record 6
Molecular formula: H20O10
Method: DFT, the ωB97M-V functional and the def2-TZVPD basis

Relative energy (zero: lowest compared OMol25 entry of this formula, charge and spin) ... 3.3653 eV
Net charge ... 0
Molecular weight ... 180.2 g/mol
SMILES ... O.O.O.O.O.O.O.O.O.O
HOMO ... -11.22 eV
DFT total energy ... -764.35825 a.u.

Each line ends with the Löwdin charge.
Atoms and positions in Å:
O1 -5.707 0.376 -3.067  -0.05
H1 -5.297 -0.408 -2.701  0.02
H2 -6.017 0.104 -3.931  0.03
O2 2.234 -3.158 -1.794  -0.05
H3 1.660 -2.520 -1.372  0.02
H4 1.642 -3.721 -2.293  0.03
O3 3.662 -1.724 2.372  -0.05
H5 4.573 -1.434 2.416  0.03
H6 3.597 -2.183 1.534  0.03
O4 1.317 1.815 3.201  -0.05
H7 1.655 2.239 2.413  0.02
H8 1.731 0.952 3.206  0.03
O5 3.914 0.481 -3.369  -0.05
H9 3.448 -0.253 -2.969  0.02
H10 4.840 0.283 -3.230  0.03
O6 2.341 3.579 -0.668  -0.05
H11 1.862 4.327 -1.024  0.03
H12 2.918 3.303 -1.380  0.03
O7 -0.907 5.199 3.971  -0.05
H13 -0.493 5.485 4.786  0.03
H14 -0.340 4.499 3.647  0.02
O8 -0.235 -0.150 -0.422  -0.05
H15 -0.165 0.748 -0.097  0.03
H16 -1.132 -0.217 -0.749  0.03
O9 -2.343 -2.484 2.160  -0.05
H17 -3.125 -2.594 1.619  0.02
H18 -1.733 -1.999 1.604  0.02
O10 -4.446 -3.173 -1.261  -0.05
H19 -5.367 -3.351 -1.071  0.03
H20 -4.088 -4.019 -1.531  0.03

---

Record 7
Molecular formula: H20O10
Method: DFT, the ωB97M-V functional and the def2-TZVPD basis

Relative energy (zero: lowest compared OMol25 entry of this formula, charge and spin) ... 3.1731 eV
Net charge ... 0
Molecular weight ... 180.2 g/mol
SMILES ... O.O.O.O.O.O.O.O.O.O
HOMO ... -10.83 eV
DFT total energy ... -764.36531 a.u.

Each line ends with the Löwdin charge.
Atoms and positions in Å:
O1 -0.927 -0.958 -2.551  -0.04
H1 -0.091 -1.145 -2.124  -0.03
H2 -1.293 -1.819 -2.752  0.05
O2 2.266 2.789 2.122  -0.05
H3 2.811 2.014 1.983  0.03
H4 1.991 3.050 1.243  -0.01
O3 -0.863 -1.660 2.882  -0.05
H5 -0.482 -1.308 2.077  -0.03
H6 -1.302 -2.465 2.608  0.03
O4 2.095 0.060 -1.945  -0.04
H7 1.557 -0.706 -1.746  -0.05
H8 2.588 -0.190 -2.727  0.05
O5 0.931 -2.275 -1.230  -0.04
H9 1.023 -2.855 -1.986  0.09
H10 0.351 -2.749 -0.633  0.10
O6 0.111 -0.150 0.752  -0.03
H11 -0.661 -0.121 0.187  0.04
H12 0.268 0.764 0.991  0.06
O7 -3.106 0.373 -1.110  -0.04
H13 -2.733 1.248 -1.221  0.03
H14 -2.626 -0.174 -1.732  -0.01
O8 0.290 3.488 0.005  -0.03
H15 0.459 3.624 -0.927  0.05
H16 -0.641 3.271 0.050  0.04
O9 2.791 -1.402 0.736  -0.06
H17 2.815 -1.770 -0.148  0.00
H18 2.030 -0.821 0.734  -0.02
O10 -3.566 0.475 2.068  -0.05
H19 -3.196 0.646 2.934  0.03
H20 -2.889 0.766 1.457  -0.01

---

Record 8
Molecular formula: H20O10
Method: DFT, the ωB97M-V functional and the def2-TZVPD basis

Relative energy (zero: lowest compared OMol25 entry of this formula, charge and spin) ... 3.2354 eV
Net charge ... 0
Molecular weight ... 180.2 g/mol
SMILES ... O.O.O.O.O.O.O.O.O.O
HOMO ... -10.21 eV
DFT total energy ... -764.36302 a.u.

Each line ends with the Löwdin charge.
Atoms and positions in Å:
O1 0.332 -0.708 -0.385  -0.02
H1 -0.207 -1.258 0.140  -0.02
H2 0.270 0.178 -0.045  -0.02
O2 -2.704 0.418 -0.172  0.00
H3 -2.717 0.040 -1.034  0.05
H4 -3.012 -0.194 0.493  0.06
O3 -0.314 -0.697 -3.490  -0.07
H5 -0.669 -1.584 -3.366  0.03
H6 -0.284 -0.288 -2.624  -0.03
O4 -0.512 1.787 -2.103  -0.04
H7 0.370 1.772 -2.423  0.02
H8 -0.472 1.574 -1.171  -0.05
O5 -0.711 -2.706 1.738  -0.06
H9 -1.368 -3.310 2.167  0.09
H10 0.063 -2.643 2.296  0.05
O6 1.644 -0.281 2.262  -0.04
H11 1.576 -0.707 1.402  0.01
H12 0.791 0.023 2.533  0.02
O7 2.713 1.707 -0.611  0.00
H13 2.314 2.579 -0.706  0.06
H14 3.620 1.807 -0.486  0.03
O8 1.997 2.727 1.812  -0.01
H15 2.081 2.111 1.112  -0.04
H16 2.782 3.137 1.673  -0.02
O9 -0.451 1.848 0.442  -0.04
H17 -0.319 2.425 1.150  0.04
H18 -1.348 1.475 0.391  0.03
O10 -1.780 -3.660 -0.690  -0.05
H19 -2.371 -4.314 -0.338  0.02
H20 -1.324 -3.245 0.045  -0.03

---

Record 9
Molecular formula: H20O10
Method: DFT, the ωB97M-V functional and the def2-TZVPD basis

Relative energy (zero: lowest compared OMol25 entry of this formula, charge and spin) ... 1.9130 eV
Net charge ... 0
Molecular weight ... 180.1 g/mol
SMILES ... O.O.O.O.O.O.O.O.O.O
HOMO ... -11.17 eV
DFT total energy ... -764.41162 a.u.

Each line ends with the Löwdin charge.
Atoms and positions in Å:
O1 0.287 2.594 0.882  -0.06
H1 0.108 3.468 1.264  0.10
H2 1.234 2.483 0.730  0.03
O2 -0.901 0.314 1.931  -0.05
H3 -0.184 0.893 1.592  0.03
H4 -1.510 0.151 1.184  0.03
O3 2.653 1.573 -0.092  -0.10
H5 2.878 1.364 -1.022  0.07
H6 2.620 0.607 0.249  0.04
O4 0.035 -2.243 1.876  -0.08
H7 -0.266 -1.281 1.842  0.01
H8 0.465 -2.244 2.727  0.04
O5 -3.021 -0.132 -0.285  -0.07
H9 -2.402 -0.846 -0.469  -0.01
H10 -3.821 -0.578 0.065  0.09
O6 -1.559 -2.444 -0.594  -0.08
H11 -0.714 -2.461 -1.182  0.08
H12 -1.047 -2.599 0.186  -0.01
O7 0.312 0.640 -1.554  0.03
H13 0.753 1.329 -1.109  0.02
H14 -0.638 0.857 -1.451  0.08
O8 1.002 -1.604 -1.824  -0.14
H15 1.135 -1.508 -2.773  0.04
H16 0.757 -0.613 -1.533  -0.03
O9 2.966 -1.097 0.385  -0.07
H17 2.171 -1.171 0.966  0.05
H18 2.577 -1.481 -0.438  0.05
O10 -1.823 2.373 -0.729  -0.12
H19 -2.500 1.595 -0.828  0.06
H20 -1.222 2.225 0.027  -0.02